Here is a structure of composition C9H8CuN2O4 in a non-equilibrium geometry from OMol25. Energies are from wB97M-V/def2-TZVPD.

Output
E = -65253.0237 eV
Net charge = +2
2S+1 = 2
⟨S²⟩ = 0.77
Strongest force on any atom = 5.99 eV/Å
Gap between HOMO and LUMO (alpha / beta) = 10.3 / 5.4 eV
Relative energy (zero: lowest compared OMol25 entry of this formula, charge and spin) = 0.0 kcal/mol

Last column: Mulliken charge in e.
Element x y z (Å)
O 0.10194 -3.03576 -0.57703  -0.1262
C -0.18270 -1.92425 -0.43138  0.6311
Cu 0.01526 -0.09766 0.22995  -0.5051
O -2.41807 -0.00439 -2.90252  -0.1130
C -1.67275 0.00151 -2.04337  0.1105
C 1.76609 -0.02925 -0.41016  0.3616
O 2.90783 0.00572 -0.54037  -0.1075
C -0.29263 1.81979 -0.22416  0.6241
O -0.04658 2.94512 -0.11330  -0.1533
C -0.28552 2.17934 5.13735  -1.0458
C -0.33199 1.01620 4.23167  0.8122
C -0.52684 -0.34144 4.46886  -0.6704
C -0.50087 -1.00212 3.22681  0.8494
N -0.28222 -0.08433 2.26224  -0.4688
N -0.19302 1.10887 2.90217  0.1533
C -0.67070 -2.46815 3.03261  -0.9813
H -1.23403 2.26427 5.68618  0.3542
H 0.53833 2.07863 5.85839  0.3560
H -0.13565 3.10862 4.57389  0.3253
H -0.66037 -0.83657 5.41190  0.4911
H -0.03040 1.96584 2.39457  0.2576
H 0.17376 -3.01887 3.48817  0.3287
H -1.60475 -2.81836 3.50763  0.3590
H -0.72962 -2.74956 1.97699  0.1572

***

Here is the ion C9H8F3N2O with charge +1 in a non-equilibrium geometry from OMol25. Energies are from wB97M-V/def2-TZVPD.

Output
E = -22632.1926 eV
Net charge = +1
Strongest force on any atom = 3.01 eV/Å
Gap between HOMO and LUMO (alpha / beta) = 7.3 / 7.3 eV
Relative energy (zero: lowest compared OMol25 entry of this formula, charge and spin) = 11.1 kcal/mol

Last column: Mulliken charge in e.
Element x y z (Å)
C 3.41398 0.76738 -0.59250  -0.3025
C 2.99556 -0.48966 -0.19859  -0.7109
C 2.55851 1.84047 -0.61788  -0.8541
C 1.68767 -0.64956 0.22924  -0.5233
C 1.22722 1.69170 -0.25625  -0.2691
C 0.72166 0.37337 0.09567  0.8853
C -2.43023 -1.78135 0.51074  -0.2573
C -0.67332 0.06025 0.39195  0.3470
C -1.71604 1.23021 0.31016  0.7733
N -1.12170 -1.21814 0.51669  -0.0922
N -3.30795 -1.71906 -0.43310  0.2163
O -3.43028 -0.89856 -1.32979  -0.4981
F -1.68083 1.69035 -0.96884  -0.1878
F -2.91910 0.84093 0.77498  -0.2571
F -1.30742 2.16309 1.11946  -0.2103
H 4.37372 0.79648 -0.96064  0.4699
H 3.73348 -1.28929 0.02961  0.3491
H 2.92271 2.73931 -0.97115  0.4674
H 1.44354 -1.65427 0.53165  0.1792
H 0.41495 2.38994 -0.12539  0.5449
H -2.59224 -2.46082 1.32417  0.3525
H -0.31420 -1.90614 0.82033  0.2567
H -3.99971 -2.51658 -0.20050  0.3210

***

Here is the molecule C9H8FI in a non-equilibrium geometry from OMol25. Energies are from wB97M-V/def2-TZVPD.

Output
E = -20277.7439 eV
Net charge = 0
Strongest force on any atom = 8.32 eV/Å
Gap between HOMO and LUMO = 7.8 eV
Relative energy (zero: lowest compared OMol25 entry of this formula, charge and spin) = 0.0 kcal/mol

Last column: Mulliken charge in e.
Element x y z (Å)
C 0.75857 2.51883 -0.12707  -0.2687
C 0.69179 1.90505 1.15025  -0.6844
C 0.03451 1.92182 -1.18529  -0.6590
C 0.00712 0.62949 1.23502  -0.1641
C -0.64248 0.73626 -1.02760  -0.0970
C -0.66253 0.03404 0.18337  0.0597
C -1.39940 -1.22685 0.38801  0.3751
C -3.00028 -1.08051 0.34993  0.0212
C -0.92104 -2.50169 0.89778  -1.4318
F -3.62202 -2.28084 0.11362  -0.2407
I -4.01224 0.57378 -0.15370  0.1547
H 1.21970 3.44009 -0.41501  0.3744
H 0.87493 2.52574 2.02178  0.3255
H 0.21426 2.39168 -2.14643  0.3396
H -0.25081 0.21945 2.18845  0.3634
H -1.05116 0.09361 -1.78306  0.4672
H -1.34257 -3.31209 0.27516  0.3624
H -1.20882 -2.71430 1.93675  0.3163
H 0.16506 -2.59290 0.75421  0.3864

***

Here is the molecule C9H8I2O in a non-equilibrium geometry from OMol25. Energies are from wB97M-V/def2-TZVPD.

Output
E = -27709.0140 eV
Net charge = 0
Strongest force on any atom = 5.94 eV/Å
Gap between HOMO and LUMO (alpha / beta) = 6.8 / 6.8 eV
Relative energy (zero: lowest compared OMol25 entry of this formula, charge and spin) = 0.0 kcal/mol

Last column: Mulliken charge in e.
Element x y z (Å)
C -1.25981 -1.20377 0.05961  -1.0587
C -1.29914 1.42870 0.31701  -0.5637
C -0.76954 0.15341 0.19846  0.9205
C 0.65723 -0.04247 0.04250  0.5005
C 1.65286 0.89290 -0.15509  -0.3153
C -0.14465 -2.02218 -0.09534  0.7528
C 1.10449 2.34199 0.31914  -0.5347
C -0.42811 2.55852 0.11487  -0.7681
C -0.24497 -3.48540 -0.08542  -1.2112
O 0.94846 -1.32640 -0.15471  -0.3578
I 3.59725 0.36968 -0.63873  0.1096
I -0.55234 3.14801 -2.19122  -0.1399
H -2.36499 -1.50009 0.15527  0.2817
H -2.41476 1.52106 0.29621  0.2872
H 1.11099 2.09767 1.46196  0.2774
H 1.84004 3.17258 0.04413  0.3327
H -0.75896 3.52259 0.50346  0.5731
H -0.93774 -3.92741 0.69646  0.3146
H 0.83691 -3.83836 0.12753  0.2979
H -0.57320 -3.86104 -1.01608  0.3014

***

Here is a structure of composition C9H8MnN2O4Se in a non-equilibrium geometry from OMol25. Energies are from wB97M-V/def2-TZVPD.

Output
E = -117261.6449 eV
Net charge = +3
2S+1 = 5
⟨S²⟩ = 6.08
Strongest force on any atom = 12.04 eV/Å
Gap between HOMO and LUMO (alpha / beta) = 7.7 / 6.2 eV
Relative energy (zero: lowest compared OMol25 entry of this formula, charge and spin) = 68.0 kcal/mol

Last column: Mulliken charge in e.
Element x y z (Å)
O -2.55490 -0.22551 -1.22632  -0.1091
C -1.71831 -0.87260 -0.65260  0.3892
Mn -0.73445 -1.52487 0.81098  0.0151
O -0.50385 -5.05054 -3.64649  -0.1185
C -0.19420 -4.18977 -2.92176  0.1269
C -1.96276 -2.79454 0.53711  0.2920
O -2.93340 -3.43262 0.82009  -0.0817
C 0.11459 -3.08364 1.16960  0.5265
O 0.50246 -4.00800 1.80503  -0.0660
C 1.95542 2.14637 -1.83425  -0.7117
N 1.16317 2.03245 -0.61623  0.0602
C 0.57847 3.05824 0.04483  -0.4559
C -0.08524 2.55994 1.07881  -0.2109
N 0.14070 1.25320 1.04356  0.1150
C -0.55034 0.31373 1.99960  -0.8123
C 0.89562 0.90449 0.02239  0.3026
Se 1.44088 -0.85763 -0.54212  0.3296
H 2.90981 2.65570 -1.61925  0.3577
H 1.39410 2.72734 -2.57379  0.3677
H 2.16537 1.12946 -2.23194  0.2655
H 0.68814 4.08317 -0.30397  0.5220
H -0.69924 3.02394 1.87227  0.5076
H -0.39740 0.65331 3.02767  0.5872
H -1.64272 0.20318 1.84230  0.2461
H 0.02810 -0.70479 2.09448  0.5552

***

Here is the molecule C9H8N2 in a non-equilibrium geometry from OMol25. Energies are from wB97M-V/def2-TZVPD.

Output
E = -12437.9108 eV
Net charge = 0
Strongest force on any atom = 4.20 eV/Å
Gap between HOMO and LUMO = 8.1 eV
Relative energy (zero: lowest compared OMol25 entry of this formula, charge and spin) = 121.7 kcal/mol

Last column: Mulliken charge in e.
Element x y z (Å)
C -2.22528 -1.08259 -1.51957  -0.5182
C -0.88006 -0.92849 -1.86974  -0.1849
C -1.43500 0.53003 -0.33343  0.5155
C -1.38666 1.56053 0.74232  -0.3706
C -0.19969 1.96066 1.25439  -0.5244
C 0.90886 1.26999 0.69312  0.1048
C 1.42651 0.00408 0.62814  0.5251
C 1.13459 0.67335 -0.59275  -0.4497
C 2.16297 -1.12692 1.14904  -1.0479
N -2.58053 -0.14993 -0.53568  -0.6636
N -0.45179 0.16597 -1.19786  -0.0828
H -2.82185 -1.97860 -1.68987  0.3362
H -0.10168 -1.37162 -2.48914  0.3934
H -2.44746 1.59956 1.03650  0.3833
H -0.13522 2.57204 2.17059  0.3758
H 1.85520 0.84710 -1.36609  0.4035
H 3.09135 -0.89087 1.86029  0.2757
H 2.60253 -1.80877 0.26709  0.2732
H 1.48320 -1.84552 1.79264  0.2554

***

Here is the molecule C9H8N2O3S in a non-equilibrium geometry from OMol25. Energies are from wB97M-V/def2-TZVPD.

Output
E = -29419.7198 eV
Net charge = 0
Strongest force on any atom = 4.07 eV/Å
Gap between HOMO and LUMO = 8.8 eV
Relative energy (zero: lowest compared OMol25 entry of this formula, charge and spin) = 0.0 kcal/mol

Last column: Mulliken charge in e.
Element x y z (Å)
O 3.61942 1.94354 2.69743  -0.6400
O 1.53519 0.74747 -2.05230  -0.6618
O 1.57374 -1.63434 -1.44008  -0.6322
C 2.77490 1.19028 2.20116  0.1359
C 1.82429 -0.70991 1.60697  -0.2750
C 1.62459 0.19808 0.55522  -0.0036
C -3.49481 -0.22883 -0.98323  -0.3594
C -2.82726 -1.43498 -0.89630  -0.5338
C -2.78573 0.95048 -1.08864  -0.4885
C -1.46304 -1.47631 -0.94360  -0.3789
C -1.41720 0.94834 -1.09260  -0.3802
C -0.74598 -0.26722 -1.05024  0.3690
N 2.45277 -0.05145 2.63361  -0.0947
N 2.15347 1.41387 0.98099  -0.1238
S 1.06797 -0.28746 -1.11938  1.1590
H 1.63455 -1.77952 1.58307  0.4487
H -4.58358 -0.18159 -1.06705  0.3537
H -3.39768 -2.32084 -0.79008  0.4136
H -3.36116 1.88946 -1.18540  0.3257
H -0.92803 -2.40845 -1.03089  0.4310
H -0.86580 1.88721 -1.14169  0.3478
H 3.09408 -0.52458 3.27899  0.2928
H 2.51530 2.13673 0.34405  0.2947

***

Here is a cluster of 2 separate species, C9H8N4O2 in total in a non-equilibrium geometry from OMol25. Energies are from wB97M-V/def2-TZVPD.

Output
E = -19510.8968 eV
Net charge = 0
2S+1 = 3
⟨S²⟩ = 2.02
Strongest force on any atom = 5.53 eV/Å
Gap between HOMO and LUMO (alpha / beta) = 7.2 / 6.3 eV
Relative energy (zero: lowest compared OMol25 entry of this formula, charge and spin) = 60.4 kcal/mol

Last column: Mulliken charge in e.
Element x y z (Å)
C 0.57524 1.97991 -0.47982  0.1443
C 0.90290 1.14886 1.75709  0.0480
C 3.07549 -0.29550 -1.05632  -0.4615
C 3.46995 -1.85001 0.34464  -0.0708
C 2.16463 -0.30939 -0.05606  0.1814
C -0.59101 -0.04678 0.09160  0.5307
C -3.99489 0.72094 -0.39646  -0.8935
C -2.80762 -0.22449 -0.54585  -0.5335
C 0.50712 0.88029 0.38840  0.7935
N 0.73152 2.80708 -1.24100  -0.5435
N 1.33251 1.44306 2.76504  -0.5211
N 3.95242 -1.28299 -0.70997  -0.5255
N 2.37895 -1.28526 0.81833  0.0785
O -0.53859 -1.24860 0.40923  -0.6850
O -1.67090 0.51322 -0.42306  -0.2323
H 3.45429 0.33662 -1.78322  0.4646
H 3.83279 -2.75816 0.87039  0.3723
H -3.76071 1.50881 0.43069  0.2636
H -4.26186 1.14518 -1.38441  0.2721
H -4.91143 0.00156 -0.09928  0.2812
H -2.89166 -0.81784 -1.46670  0.3380
H -2.78618 -1.00023 0.10955  0.4434
H 1.83705 -1.36628 1.65719  0.2550

***

Here is the ion C9H8NO3S2 with charge -1 in a non-equilibrium geometry from OMol25. Energies are from wB97M-V/def2-TZVPD.

Output
E = -38764.3761 eV
Net charge = -1
Strongest force on any atom = 3.87 eV/Å
Gap between HOMO and LUMO = 7.8 eV
Relative energy (zero: lowest compared OMol25 entry of this formula, charge and spin) = 0.0 kcal/mol

Last column: Mulliken charge in e.
Element x y z (Å)
C 0.19903 2.60140 -0.62056  -0.4810
C 1.31526 2.44145 0.18701  -0.5368
C -0.79328 1.61003 -0.64338  -0.2843
C 1.43969 1.36442 0.97335  -0.3035
C -0.58698 0.37448 0.05006  -0.0173
C 0.57086 0.27188 0.88383  0.2873
C 1.94764 -3.17533 -0.33911  -0.5420
C 1.68177 -1.76867 -0.90256  -0.2534
C 1.50222 -1.93350 0.36324  -0.0212
N -1.53499 -0.54266 0.03874  -0.2789
O -3.01500 1.16234 1.10926  -0.6471
O -3.77339 0.45356 -1.11232  -0.6592
O -3.84468 -1.17432 0.71523  -0.6960
S 0.94671 -1.09137 1.86616  -0.2349
S -3.18140 0.00046 0.16177  1.1458
H 0.04093 3.35585 -1.47363  0.2283
H 2.10944 3.11992 -0.05433  0.3307
H -1.69927 1.64374 -1.18473  0.5160
H 2.42205 1.17000 1.53087  0.2211
H 1.22401 -3.91291 -0.29278  0.2431
H 2.93183 -3.49512 -0.21965  0.2453
H 1.49056 -1.20600 -1.75417  0.4375
H -1.39301 -1.26968 0.71769  0.3006

***

Here is the molecule C9H8O in a non-equilibrium geometry from OMol25. Energies are from wB97M-V/def2-TZVPD.

Output
E = -11506.5248 eV
Net charge = 0
Strongest force on any atom = 4.80 eV/Å
Gap between HOMO and LUMO = 9.7 eV
Relative energy (zero: lowest compared OMol25 entry of this formula, charge and spin) = 69.1 kcal/mol

Last column: Mulliken charge in e.
Element x y z (Å)
C 0.34113 1.95336 1.99444  -0.5289
C 0.77294 0.71010 2.23352  -0.2039
C 0.46479 -0.52455 1.43336  0.2859
C 0.02480 -0.25913 0.02630  0.7840
C -1.03499 -1.05281 -0.42755  -0.4446
C -1.45587 -0.89089 -1.83374  -0.3610
C -0.80241 0.03101 -2.67829  -0.4357
C 0.31756 0.72933 -2.16861  -0.1325
C 0.74666 0.61278 -0.83353  -0.5616
H -0.24444 2.03870 0.99620  0.2891
H 0.55180 2.84940 2.91230  0.2203
H 1.36647 0.50051 3.35517  0.1916
H -1.69201 -1.69228 0.30947  0.2621
H -2.38411 -1.42923 -1.93123  0.3185
H -1.15225 0.19521 -3.83890  0.2191
H 0.77324 1.61394 -2.89222  0.1908
H 1.57807 1.18495 -0.77521  0.4534
O 0.61946 -1.63956 1.92364  -0.5466

***

Here is the molecule C9H9BrOS in a non-equilibrium geometry from OMol25. Energies are from wB97M-V/def2-TZVPD.

Output
E = -92402.1039 eV
Net charge = 0
Strongest force on any atom = 3.92 eV/Å
Gap between HOMO and LUMO = 9.1 eV
Relative energy (zero: lowest compared OMol25 entry of this formula, charge and spin) = 7.8 kcal/mol

Last column: Mulliken charge in e.
Element x y z (Å)
C 2.49501 1.91829 0.90152  -0.6593
C 2.70918 1.30341 -0.30454  -0.3074
C 1.47181 1.45913 1.67580  -0.4684
C 1.82577 0.34209 -0.75378  -0.6116
C 0.54784 0.57496 1.25857  -0.2002
C 0.73068 0.02106 0.00337  1.0549
C -0.11834 -1.00376 -0.61684  -0.1749
C -2.26614 -1.81051 0.12754  -1.2281
C -1.73921 -0.63265 -0.60834  0.5046
O 0.26696 -1.88844 -1.31251  -0.4448
S -2.32464 -0.50919 -2.35854  -0.2319
Br -2.25652 1.13864 0.30493  -0.1055
H 3.24281 2.53910 1.32120  0.4093
H 3.52919 1.58742 -1.00034  0.3251
H 1.27949 1.91262 2.65314  0.3402
H 1.81978 0.21874 -1.79009  0.3531
H -0.08132 -0.03526 2.03162  0.2497
H -2.82818 -2.40680 -0.55774  0.4273
H -3.06638 -1.51986 0.84699  0.3338
H -1.53401 -2.49837 0.56719  0.2705
H -3.70377 -0.71062 -2.38915  0.1634

***

Here is a structure of composition C9H9FeN3O8 in a non-equilibrium geometry from OMol25. Energies are from wB97M-V/def2-TZVPD.

Output
E = -64721.5012 eV
Net charge = -1
2S+1 = 6
⟨S²⟩ = 8.76
Strongest force on any atom = 1.16 eV/Å
Gap between HOMO and LUMO (alpha / beta) = 8.4 / 7.1 eV
Relative energy (zero: lowest compared OMol25 entry of this formula, charge and spin) = 9.5 kcal/mol

Last column: Mulliken charge in e.
Element x y z (Å)
Fe -1.03026 -1.11488 0.27192  1.0896
O -3.54254 -3.79108 -1.96590  -0.4940
C -2.92555 -3.04855 -1.26207  0.6229
O -2.52819 -1.88913 -1.23031  -0.6069
C -2.32794 -3.90503 0.31174  0.6743
O -3.03555 -4.81467 0.62455  -0.4891
O -1.31404 -3.32000 0.67608  -0.5588
N 0.30356 -1.13386 2.25553  -0.3683
C -0.17601 -0.01795 3.06335  -0.3713
C -1.72217 0.06912 2.94657  0.5881
O -2.34825 0.55194 3.87927  -0.7130
O -2.18183 -0.37834 1.84200  -0.7274
H 0.05173 -2.02391 2.66624  0.2202
H 1.29853 -1.11268 2.08072  0.1697
H 0.21901 0.91167 2.64958  0.2116
H 0.08989 -0.08181 4.12060  0.3160
C 1.52153 3.75409 -2.11512  -0.9096
N 1.46102 2.35472 -1.74068  0.1226
C 2.42871 1.47410 -2.09725  0.3322
C 2.38315 0.17929 -1.72943  -1.2128
C 1.23966 -0.25289 -0.95852  0.9965
O 1.08600 -1.43657 -0.57478  -0.6545
N 0.27585 0.63242 -0.64485  -0.1870
C 0.31936 1.93532 -0.99591  0.1118
O -0.51814 2.78074 -0.72715  -0.7226
H 2.42955 3.93200 -2.68802  0.2871
H 1.52321 4.37986 -1.22272  0.2891
H 0.64928 4.02525 -2.70899  0.2866
H 3.23202 1.87315 -2.70396  0.2894
H 3.13841 -0.53230 -2.02247  0.4078